Entry 1:
Entry from the OMol25 dataset: the molecule C4H11N2 in a non-equilibrium geometry (ωB97M-V with the def2-TZVPD basis set).

The geometry in XYZ format:
```
17
Properties=species:S:1:pos:R:3:forces:R:3:nbo_charge:R:1
C -1.497 -0.722 -1.167 -2.59 0.60 -3.05 -0.221
C -0.020 -0.605 -1.051 0.78 -1.61 2.84 -0.452
C 0.296 0.240 0.215 0.52 -0.01 -2.86 -0.195
C 1.555 0.597 0.378 0.56 1.90 1.73 -0.156
N 1.930 1.443 1.614 1.30 -0.32 -2.34 -1.077
N -2.172 -1.122 0.079 -0.31 -0.13 0.57 -0.858
H -1.877 0.255 -1.634 0.00 -1.03 1.32 0.190
H -1.761 -1.433 -2.001 0.40 0.39 0.65 0.183
H 0.270 -1.679 -0.885 0.49 0.98 0.02 0.209
H 0.585 -0.212 -1.858 -0.55 -0.01 -0.60 0.230
H -0.534 0.862 0.518 -0.05 -0.47 1.03 0.227
H 2.472 0.460 -0.207 -0.65 -0.72 0.27 0.223
H 1.141 1.784 2.146 -0.57 -0.09 0.65 0.393
H 2.528 2.281 1.333 -0.47 -0.35 -0.05 0.274
H 2.622 0.860 2.148 -0.19 -0.03 0.85 0.300
H -2.386 -2.104 0.182 1.45 -0.78 -0.47 0.362
H -3.151 -0.905 0.189 -0.13 1.67 -0.56 0.368
```
Forces are in eV/Å.

Summary:
Net charge ... 0
Energy above the lowest of the compared OMol25 structures with the same formula, charge and spin ... 76.5 kcal per mole
Expectation value of S² ... 0.7507
F_max ... 4.04 eV Å⁻¹
Multiplicity ... 2


Entry 2:
Entry from the OMol25 dataset: the ion C4H11N2 with charge +1 in a non-equilibrium geometry (ωB97M-V with the def2-TZVPD basis set).

The geometry in XYZ format:
```
17
Properties=species:S:1:pos:R:3:forces:R:3:nbo_charge:R:1
C -1.189 1.863 -0.397 -1.16 -0.67 0.54 -0.652
C -1.618 0.372 -0.334 0.23 0.08 0.64 -0.415
C -0.513 -0.601 -0.757 -1.62 -0.05 -0.77 -0.236
N 0.705 -0.340 0.004 -0.56 -0.56 -0.36 -0.507
C 1.492 -1.291 0.412 0.81 0.40 -0.23 0.406
N 2.428 -1.135 1.324 0.53 0.17 0.26 -0.721
H -1.113 2.267 0.615 0.17 0.06 -0.10 0.224
H -0.252 2.039 -0.923 -0.18 0.10 -0.32 0.203
H -2.040 2.369 -0.851 0.51 0.48 -0.24 0.255
H -1.963 0.102 0.669 0.48 0.17 0.25 0.215
H -2.544 0.150 -0.869 0.43 0.18 -0.67 0.243
H -0.953 -1.577 -0.539 0.76 -0.25 -0.05 0.228
H -0.360 -0.514 -1.837 0.31 -0.02 0.17 0.221
H 0.765 0.628 0.273 0.41 0.15 0.62 0.430
H 1.494 -2.221 -0.150 -0.69 -0.30 0.57 0.237
H 2.930 -1.901 1.764 -0.15 0.08 -0.62 0.444
H 2.732 -0.211 1.597 -0.28 -0.01 0.30 0.423
```
Forces are in eV/Å.

Summary:
Net charge ... +1
Energy above the lowest of the compared OMol25 structures with the same formula, charge and spin ... 19.4 kcal per mole
F_max ... 1.79 eV Å⁻¹


Entry 3:
Entry from the OMol25 dataset: the ion C4H11N2 with charge +1 in a non-equilibrium geometry (ωB97M-V with the def2-TZVPD basis set).

The geometry in XYZ format:
```
17
Properties=species:S:1:pos:R:3:forces:R:3:nbo_charge:R:1
C 2.105 -0.016 -0.383 0.37 0.03 -3.11 -0.423
N 0.906 -0.691 -0.277 -3.24 -3.07 2.47 -0.339
C -0.010 -0.921 1.283 2.33 -1.75 -1.69 -0.284
C -0.347 -0.284 -0.023 -1.09 2.01 2.04 0.279
C -1.588 -0.484 -0.840 0.31 -0.67 -2.77 -0.675
N -0.636 1.254 0.352 1.01 1.90 -3.64 -0.736
H 1.928 1.003 -0.451 -0.02 2.41 -0.12 0.172
H 2.809 -0.186 0.335 1.62 -0.77 2.19 0.231
H 2.554 -0.347 -1.345 -0.05 0.33 0.52 0.240
H 0.539 -0.437 2.103 -0.54 0.38 -0.66 0.233
H -0.120 -2.020 1.463 -0.17 1.18 -0.56 0.255
H -2.587 -0.359 -0.381 0.83 0.37 0.18 0.251
H -1.538 -1.541 -1.071 -0.24 -0.22 -0.66 0.272
H -1.497 0.140 -1.850 -0.32 -1.43 2.05 0.240
H -0.728 1.858 -0.525 0.67 -0.99 1.06 0.430
H -0.229 1.841 1.025 1.53 0.51 1.45 0.431
H -1.563 1.192 0.586 -3.00 -0.24 1.25 0.421
```
Forces are in eV/Å.

Summary:
Net charge ... +1
Energy above the lowest of the compared OMol25 structures with the same formula, charge and spin ... 106.0 kcal per mole
F_max ... 5.10 eV Å⁻¹


Entry 4:
Entry from the OMol25 dataset: a cluster of 2 separate species, C4H11N2 in total in a non-equilibrium geometry (ωB97M-V with the def2-TZVPD basis set).

The geometry in XYZ format:
```
17
Properties=species:S:1:pos:R:3:forces:R:3:nbo_charge:R:1
C 1.835 0.816 -0.582 -1.79 -0.29 -1.48 -0.013
C -2.381 0.671 -1.010 -0.14 3.14 0.54 -0.442
C 2.255 -0.610 1.160 -1.01 0.73 1.91 -0.459
C -1.062 -1.027 0.239 0.36 0.67 -2.38 0.153
N -1.932 -0.085 0.125 -0.16 -1.23 1.71 -0.420
N 1.375 -0.067 0.176 -0.17 0.49 -0.30 -0.429
H 1.143 1.255 -1.283 -0.21 0.35 -0.24 0.159
H 2.835 1.084 -0.746 1.69 0.36 0.42 0.174
H -2.363 0.117 -1.880 -0.45 -1.55 -1.75 0.236
H -3.395 1.170 -0.797 1.63 -1.08 -0.35 0.258
H -1.643 1.479 -1.228 -0.58 -0.31 0.50 0.242
H 2.254 0.188 1.937 0.39 -0.61 -0.12 0.221
H 3.287 -0.805 0.880 -0.14 -0.42 -0.19 0.223
H 1.643 -1.392 1.611 1.11 -0.69 0.16 0.197
H -0.851 -1.598 1.121 -0.28 0.28 0.64 0.239
H -0.538 -1.339 -0.671 -0.34 0.07 0.37 0.234
H -2.463 0.142 0.948 0.09 0.09 0.57 0.427
```
Forces are in eV/Å.

Summary:
Net charge ... +1
Energy above the lowest of the compared OMol25 structures with the same formula, charge and spin ... 71.0 kcal per mole
F_max ... 3.19 eV Å⁻¹


Entry 5:
Entry from the OMol25 dataset: the ion C4H11N2 with charge +1 in a non-equilibrium geometry (ωB97M-V with the def2-TZVPD basis set).

The geometry in XYZ format:
```
17
Properties=species:S:1:pos:R:3:forces:R:3:nbo_charge:R:1
C -1.232 -1.728 -0.748 -1.48 4.56 -0.39 -0.572
C 0.003 -1.329 0.018 -0.20 -3.72 0.58 -0.521
C 0.243 0.010 0.356 2.28 -0.06 -1.10 0.464
N -0.643 0.867 0.490 -0.66 3.76 1.11 -0.637
C 1.691 0.535 0.325 -3.22 4.09 0.06 -0.273
N 1.516 2.034 0.359 -0.71 -0.59 -1.43 -0.840
H -1.367 -2.750 -0.722 -0.59 -1.98 0.03 0.244
H -2.120 -1.117 -0.331 0.93 -1.61 -0.34 0.192
H -1.209 -1.328 -1.776 0.27 -0.57 0.17 0.226
H -0.114 -1.847 0.980 0.20 0.00 0.32 0.282
H 0.871 -1.834 -0.389 0.42 0.24 -0.21 0.253
H -0.105 1.858 0.643 -0.86 -1.30 -0.13 0.459
H -1.648 0.729 0.518 0.25 -0.19 -0.17 0.440
H 2.119 0.317 -0.581 1.07 -1.24 -2.03 0.232
H 2.279 0.284 1.122 1.35 -1.23 2.03 0.248
H 1.501 2.431 -0.595 0.14 -0.37 0.74 0.395
H 2.164 2.567 0.882 0.80 0.20 0.76 0.409
```
Forces are in eV/Å.

Summary:
Net charge ... +1
Energy above the lowest of the compared OMol25 structures with the same formula, charge and spin ... 35.3 kcal per mole
F_max ... 5.20 eV Å⁻¹


Entry 6:
Entry from the OMol25 dataset: a cluster of 2 separate species, C4H11N2 in total in a non-equilibrium geometry (ωB97M-V with the def2-TZVPD basis set).

The geometry in XYZ format:
```
17
Properties=species:S:1:pos:R:3:forces:R:3:nbo_charge:R:1
C 0.293 0.951 -1.133 0.97 -1.42 -0.87 -0.233
C 0.839 0.745 0.222 2.83 0.45 -0.02 -0.041
C 1.878 -0.421 0.494 -3.76 0.31 1.66 -0.604
C -1.171 -1.415 -0.064 3.33 1.89 -1.85 -0.274
N -1.486 1.438 0.422 -1.10 -0.22 -2.20 -0.651
N -0.556 0.535 -0.062 -2.48 -4.24 0.70 -0.091
H 0.087 1.809 -1.682 -0.37 1.97 0.03 0.252
H 0.539 0.188 -1.833 0.06 -0.88 -0.33 0.216
H 1.007 1.627 0.768 0.03 1.06 0.77 0.231
H 2.917 -0.264 0.368 0.76 0.81 -0.91 0.264
H 1.416 -1.122 -0.202 1.05 -0.99 0.47 0.204
H 1.812 -0.695 1.605 -0.32 -0.08 -1.65 0.238
H -2.065 -1.186 -0.601 -0.95 -0.12 0.66 0.226
H -0.457 -1.940 -0.795 -0.95 0.99 1.20 0.219
H -0.962 -1.714 0.959 -0.85 0.28 -0.02 0.241
H -1.313 1.801 1.298 0.39 0.46 2.22 0.391
H -2.481 1.345 0.146 1.37 -0.27 0.12 0.411
```
Forces are in eV/Å.

Summary:
Net charge ... +1
Energy above the lowest of the compared OMol25 structures with the same formula, charge and spin ... 125.4 kcal per mole
F_max ... 4.96 eV Å⁻¹


> energy above the lowest of the compared OMol25 structures with the same formula, charge and spin of number 5 (C4H11N2)?

35.3 kcal per mole


> What is the energy above the lowest of the compared OMol25 structures with the same formula, charge and spin in the fourth record?

71.0 kcal per mole


> What is the formula in the first record?

C4H11N2